# 1
Formula: C40H52MnN8O4SbSi3
Source: the OMol25 dataset
Level of theory: wB97M-V/def2-TZVPD

Results
E (eV): -123928.67151
Relative energy (zero: lowest compared OMol25 entry of this formula, charge and spin) (kcal/mol): 0.0
Highest occupied orbital energy (spin up / spin down) (eV): -7.9 / -7.9

ORCA input file:
```
! wB97M-V def2-TZVPD RIJCOSX def2/J DEFGRID3
* xyz 0 5
Mn -0.023 -0.097 0.254
O 7.015 -0.051 0.961
C 6.237 0.926 0.952
O 6.364 2.120 1.285
C 4.780 0.558 0.576
C 4.296 -0.713 0.875
C 2.964 -0.992 0.683
N 2.113 -0.090 0.174
C 2.581 1.124 -0.164
C 3.895 1.488 0.028
C 1.521 2.087 -0.649
O 1.790 3.195 -1.021
O 0.280 1.605 -0.569
H 4.981 -1.457 1.267
H 2.540 -1.950 0.970
H 4.214 2.498 -0.193
C -4.915 -1.569 0.932
Sb -2.904 -1.313 1.635
C -2.051 0.106 0.161
C -2.562 -0.070 -1.261
C -1.702 -0.041 -2.369
C -2.216 -0.140 -3.648
C -3.588 -0.232 -3.819
C -4.375 -0.218 -2.682
N -3.885 -0.156 -1.440
Si -2.704 1.849 0.695
C -1.784 2.484 2.186
C -4.502 1.755 1.213
C -2.599 3.045 -0.719
C -2.015 -3.349 1.114
C -0.646 -3.277 0.492
C 0.207 -4.396 0.503
C 1.304 -4.471 -0.326
C 1.548 -3.436 -1.221
C 0.745 -2.331 -1.128
N -0.281 -2.201 -0.247
Si -3.039 -4.245 -0.258
C -2.168 -5.772 -0.907
C -4.699 -4.811 0.390
C -3.186 -3.161 -1.759
Si -2.102 -4.387 2.733
C -3.601 -3.893 3.733
C -2.261 -6.246 2.500
C -0.575 -4.226 3.814
H -5.326 -0.573 0.788
H -5.448 -2.080 1.738
H -4.990 -2.122 0.001
H -0.644 0.120 -2.230
H -1.555 -0.130 -4.506
H -4.034 -0.300 -4.803
H -5.457 -0.260 -2.759
H -1.758 1.741 2.992
H -2.285 3.384 2.562
H -0.764 2.759 1.909
H -4.656 1.140 2.110
H -5.128 1.364 0.407
H -4.835 2.773 1.450
H -1.600 3.065 -1.157
H -2.838 4.053 -0.360
H -3.323 2.784 -1.500
H -0.044 -5.238 1.135
H 1.949 -5.342 -0.301
H 2.352 -3.473 -1.944
H 0.919 -1.489 -1.783
H -1.904 -6.507 -0.143
H -1.259 -5.506 -1.454
H -2.845 -6.260 -1.618
H -4.589 -5.669 1.058
H -5.321 -5.132 -0.455
H -5.243 -4.040 0.929
H -2.188 -2.922 -2.147
H -3.704 -2.215 -1.575
H -3.730 -3.703 -2.541
H -4.529 -4.099 3.187
H -3.601 -2.838 4.022
H -3.613 -4.493 4.649
H -3.021 -6.557 1.784
H -2.545 -6.654 3.478
H -1.317 -6.724 2.214
H -0.722 -3.488 4.608
H 0.339 -3.964 3.274
H -0.400 -5.193 4.295
C 1.689 2.392 2.682
C 1.085 1.118 3.161
N 0.608 0.140 2.414
C 0.229 -0.872 3.277
C 0.503 -0.513 4.551
N 1.041 0.757 4.462
C 1.589 1.495 5.589
N 2.623 0.724 6.227
N 2.541 0.448 7.557
N 3.539 -0.284 7.884
C 4.309 -0.514 6.751
C 5.484 -1.254 6.586
C 6.020 -1.313 5.321
C 5.412 -0.654 4.229
C 4.252 0.074 4.377
C 3.720 0.130 5.673
H 1.540 2.493 1.613
H 2.765 2.414 2.869
H 1.237 3.257 3.168
H -0.133 -1.814 2.911
H 0.385 -1.024 5.495
H 0.821 1.682 6.330
H 1.983 2.441 5.232
H 5.947 -1.750 7.431
H 6.932 -1.872 5.149
H 5.878 -0.710 3.252
H 3.801 0.578 3.531
*
```

Atom charges from the Mulliken analysis, given in e for atoms 1 to 4: atom 1 (Mn): 0.18, atom 2 (O): -0.73, atom 3 (C): 0.35, atom 4 (O): -0.74

=====

# 2
Formula: C23H27FN2O3
Source: the OMol25 dataset
Level of theory: wB97M-V/def2-TZVPD

Results
E (eV): -36130.46878
Relative energy (zero: lowest compared OMol25 entry of this formula, charge and spin) (kcal/mol): 12.8
SMILES string: Cc1ccc(OCCN(C)C(=O)[C@@H]2CCC(=O)N(Cc3ccccc3F)C2)cc1
Highest occupied orbital energy (eV): -8.5

ORCA input file:
```
! wB97M-V def2-TZVPD RIJCOSX def2/J DEFGRID3
* xyz 0 1
C 6.567 -4.159 -3.875
C 5.217 -3.547 -3.648
C 4.083 -4.351 -3.580
C 2.836 -3.803 -3.369
C 2.687 -2.424 -3.219
O 1.409 -1.983 -3.018
C 1.181 -0.593 -2.898
C -0.322 -0.358 -2.738
N -0.809 -0.718 -1.420
C -1.124 -2.116 -1.240
C -0.842 0.259 -0.482
O -0.430 1.378 -0.728
C -1.435 -0.087 0.886
C -2.943 -0.330 0.806
C -3.609 0.906 0.224
C -3.216 2.203 0.909
O -3.925 3.190 0.822
N -2.046 2.218 1.579
C -1.619 3.460 2.200
C -1.908 3.448 3.677
C -3.205 3.634 4.142
C -3.490 3.587 5.495
C -2.479 3.354 6.413
C -1.180 3.160 5.977
C -0.918 3.206 4.620
F 0.356 3.004 4.205
C -1.202 1.076 1.848
C 3.811 -1.613 -3.282
C 5.058 -2.180 -3.495
H 6.846 -4.784 -3.027
H 7.326 -3.391 -4.002
H 6.556 -4.790 -4.763
H 4.181 -5.421 -3.695
H 1.956 -4.426 -3.319
H 1.707 -0.186 -2.025
H 1.531 -0.073 -3.799
H -0.863 -0.942 -3.485
H -0.517 0.707 -2.882
H -0.366 -2.709 -1.752
H -2.101 -2.351 -1.675
H -1.127 -2.393 -0.190
H -0.920 -0.964 1.293
H -3.322 -0.517 1.813
H -3.178 -1.200 0.192
H -4.697 0.829 0.269
H -3.335 1.022 -0.829
H -0.552 3.599 2.010
H -2.186 4.262 1.720
H -3.987 3.816 3.421
H -4.503 3.737 5.836
H -2.698 3.321 7.469
H -0.373 2.974 6.667
H -1.376 0.731 2.879
H -0.161 1.406 1.772
H 3.734 -0.544 -3.167
H 5.923 -1.533 -3.543
*
```

Atom charges from the Mulliken analysis, given in e for atoms 1 to 4: atom 1 (C): -1.40, atom 2 (C): 0.70, atom 3 (C): -0.58, atom 4 (C): -0.51

=====

# 3
Formula: C17H25F8N4O3
Source: the OMol25 dataset
Level of theory: wB97M-V/def2-TZVPD

Results
E (eV): -51869.15093
Relative energy (zero: lowest compared OMol25 entry of this formula, charge and spin) (kcal/mol): 22.9
Highest occupied orbital energy (eV): -11.0

ORCA input file:
```
! wB97M-V def2-TZVPD RIJCOSX def2/J DEFGRID3
* xyz 1 1
F -2.176 0.363 -1.219
C -2.099 1.523 -0.506
F -3.355 2.063 -0.500
C -1.146 2.593 -1.206
F -1.986 3.377 -1.955
F -0.290 2.021 -2.089
C -0.456 3.559 -0.171
F -0.480 4.808 -0.720
F -1.222 3.640 0.960
C 1.046 3.238 0.150
F 1.334 1.890 0.136
F 1.868 3.938 -0.679
C 1.399 3.740 1.607
O 0.975 2.826 2.608
C 2.075 2.278 3.338
C 1.483 1.158 4.285
C 1.439 -0.139 3.478
C 0.653 -0.260 2.248
C 0.767 -1.568 1.646
N 1.468 -2.613 2.011
N 2.153 -2.482 3.114
C 2.125 -1.342 3.803
H -1.800 1.296 0.538
H 0.918 4.734 1.757
H 2.497 3.917 1.618
H 2.568 3.080 3.942
H 2.878 1.874 2.669
H 2.189 1.096 5.144
H 0.486 1.532 4.596
H 0.033 0.560 1.864
H 0.166 -1.714 0.725
H 2.701 -3.284 3.438
H 2.715 -1.334 4.744
C -2.954 -3.352 2.584
C -2.435 -4.351 1.580
O -1.297 -4.801 1.636
N -3.277 -4.748 0.594
C -4.649 -4.334 0.363
H -2.172 -3.132 3.309
H -3.235 -2.423 2.082
H -3.813 -3.763 3.117
H -2.865 -5.417 -0.040
H -5.290 -5.215 0.397
H -4.716 -3.886 -0.630
H -4.988 -3.616 1.103
C 1.326 -0.119 -7.079
C 2.473 -0.414 -6.145
O 3.418 -1.109 -6.476
N 2.429 0.128 -4.894
C 1.402 0.973 -4.319
H 1.502 -0.615 -8.030
H 0.392 -0.496 -6.658
H 1.251 0.955 -7.256
H 3.227 -0.110 -4.327
H 1.858 1.921 -4.024
H 1.004 0.479 -3.430
H 0.591 1.165 -5.015
*
```

Atom charges from the Mulliken analysis, given in e for atoms 1 to 4: atom 1 (F): -0.26, atom 2 (C): 0.49, atom 3 (F): -0.29, atom 4 (C): 0.65

=====

# 4
Formula: C5H8OSe
Source: the OMol25 dataset
Level of theory: wB97M-V/def2-TZVPD

Results
E (eV): -72702.17208
Relative energy (zero: lowest compared OMol25 entry of this formula, charge and spin) (kcal/mol): 58.8
Highest occupied orbital energy (spin up / spin down) (eV): -6.3 / -8.5

ORCA input file:
```
! wB97M-V def2-TZVPD RIJCOSX def2/J DEFGRID3
* xyz 0 3
C -1.521 -0.954 0.935
C 0.830 -0.221 -1.009
C -0.418 0.596 -0.717
C 1.752 0.176 0.046
C -0.742 0.329 0.780
O -2.317 -1.323 0.079
Se 0.777 0.300 1.879
H -1.450 -1.629 1.774
H 0.444 -1.154 -0.860
H 1.246 0.029 -1.903
H -0.284 1.621 -0.917
H -1.284 0.181 -1.252
H 2.598 -0.502 0.095
H 2.213 1.194 -0.001
H -1.845 1.356 1.071
*
```

Atom charges from the Mulliken analysis, given in e for atoms 1 to 4: atom 1 (C): -0.34, atom 2 (C): -0.59, atom 3 (C): -0.83, atom 4 (C): -0.79

=====

# 5
Formula: C2H4BFO
Source: the OMol25 dataset
Level of theory: wB97M-V/def2-TZVPD

Results
E (eV): -7576.60296
Relative energy (zero: lowest compared OMol25 entry of this formula, charge and spin) (kcal/mol): 72.2
Highest occupied orbital energy (eV): -9.5

ORCA input file:
```
! wB97M-V def2-TZVPD RIJCOSX def2/J DEFGRID3
* xyz 0 1
B 0.565 -0.880 -0.676
C -0.459 1.341 0.261
C -0.118 -0.505 0.643
O -1.446 1.891 -0.017
F -1.368 -1.127 0.646
H 1.681 -0.986 -0.609
H 0.145 -0.746 -1.768
H 0.569 1.650 0.033
H 0.432 -0.637 1.486
*
```

Atom charges from the Mulliken analysis, given in e for atoms 1 to 4: atom 1 (B): 0.03, atom 2 (C): 0.11, atom 3 (C): -0.09, atom 4 (O): -0.34

=====

# 6
Formula: C14H24BN4O13S2
Source: the OMol25 dataset
Level of theory: wB97M-V/def2-TZVPD

Results
E (eV): -69813.17284
Highest occupied orbital energy (eV): -13.1

ORCA input file:
```
! wB97M-V def2-TZVPD RIJCOSX def2/J DEFGRID3
* xyz 1 1
C 0.495 -3.553 -0.272
C 0.587 -2.722 -1.539
N -0.228 -1.445 -1.546
N 0.133 -0.105 -1.581
C -0.993 0.948 -1.529
N -0.859 2.450 -1.509
C -2.062 3.172 -2.067
C -2.835 2.858 -3.478
O -2.578 4.165 -1.291
C 0.256 2.739 -2.537
C 1.368 3.925 -2.240
O 0.344 2.080 -3.725
N -2.173 0.009 -1.447
O -3.463 0.371 -1.356
B -3.878 0.643 0.034
O -5.147 1.438 0.191
O -3.091 0.102 1.161
C -1.740 -1.469 -1.464
C -2.749 -2.782 -1.400
C -3.658 -2.694 -2.801
H 0.173 -3.023 0.735
H 0.672 -4.726 -0.275
H 1.292 -3.106 -2.390
H -3.970 3.188 -3.317
H -2.842 1.721 -3.755
H -2.390 3.561 -4.303
H 1.910 3.663 -1.233
H 0.738 4.929 -2.127
H 2.076 4.007 -3.168
H -5.587 1.537 -0.727
H -2.167 0.490 1.179
H -3.443 -2.623 -0.466
H -2.166 -3.807 -1.355
H -4.766 -2.521 -2.450
H -3.365 -1.741 -3.444
H -3.524 -3.643 -3.473
C 4.425 -3.194 4.067
C 4.649 -2.359 2.808
O 3.670 -2.817 1.878
S 2.337 -3.279 2.697
O 1.391 -2.185 2.675
O 1.995 -4.623 2.291
O 3.010 -3.340 4.180
H 4.863 -4.191 3.961
H 4.831 -2.711 4.959
H 5.655 -2.483 2.400
H 4.462 -1.298 3.001
C 0.542 2.372 2.242
C 1.592 1.696 1.365
O 2.840 2.237 1.793
S 2.754 2.571 3.387
O 3.341 1.466 4.112
O 3.153 3.944 3.588
O 1.134 2.473 3.536
H 0.325 3.385 1.887
H -0.387 1.798 2.291
H 1.433 1.888 0.301
H 1.615 0.615 1.540
*
```

Atom charges from the Mulliken analysis, given in e for atoms 1 to 4: atom 1 (C): -0.52, atom 2 (C): -0.33, atom 3 (N): 0.65, atom 4 (N): -0.59

=====

# 7
Formula: C6H10N2
Source: the OMol25 dataset
Level of theory: wB97M-V/def2-TZVPD

Results
E (eV): -9358.59271
Relative energy (zero: lowest compared OMol25 entry of this formula, charge and spin) (kcal/mol): 134.8
Highest occupied orbital energy (eV): -8.9

ORCA input file:
```
! wB97M-V def2-TZVPD RIJCOSX def2/J DEFGRID3
* xyz 0 1
C 1.895 -0.687 0.214
C 0.539 0.739 0.188
C -0.973 1.100 -0.105
C -1.540 -0.132 -0.978
C -1.467 0.063 0.990
C 0.406 -0.751 -0.095
H 2.429 -1.438 -0.387
H 2.332 -0.635 1.251
H 2.531 1.220 0.160
H 0.733 1.038 1.251
H -1.278 2.127 -0.325
H -1.064 -0.127 -1.961
H -2.616 -0.212 -1.115
H -0.938 0.047 1.936
H -2.527 -0.060 1.222
H 0.608 -0.872 -1.156
N 1.963 0.645 -0.434
N -1.016 -1.085 0.125
*
```

Atom charges from the Mulliken analysis, given in e for atoms 1 to 4: atom 1 (C): -0.59, atom 2 (C): -0.10, atom 3 (C): -0.20, atom 4 (C): -0.53

=====

# 8
Formula: C4H11N2
Source: the OMol25 dataset
Level of theory: wB97M-V/def2-TZVPD

Results
E (eV): -7299.36826
Relative energy (zero: lowest compared OMol25 entry of this formula, charge and spin) (kcal/mol): 36.4
SMILES string: N/C=C/CC[NH3+]
Highest occupied orbital energy (eV): -11.9

ORCA input file:
```
! wB97M-V def2-TZVPD RIJCOSX def2/J DEFGRID3
* xyz 1 1
N 0.445 2.674 -0.536
C 0.225 1.558 0.204
C -0.729 0.629 0.091
C -0.650 -0.628 0.905
C 0.420 -1.682 0.578
N 0.185 -2.101 -0.878
H 0.152 2.686 -1.497
H 1.133 3.343 -0.253
H 0.838 1.543 1.096
H -1.483 0.606 -0.689
H -0.541 -0.415 1.975
H -1.616 -1.150 0.891
H 1.367 -1.247 0.539
H 0.103 -2.522 1.186
H 0.941 -2.728 -1.147
H 0.162 -1.275 -1.485
H -0.710 -2.568 -1.031
*
```

Atom charges from the Mulliken analysis, given in e for atoms 1 to 4: atom 1 (N): -0.43, atom 2 (C): 0.11, atom 3 (C): -0.78, atom 4 (C): -0.85

=====

Q: The highest E belongs to which entry?
A: C4H11N2

=====

Q: What is the E in the seventh record?
A: -9358.59271 eV

=====

Q: Which of these has the lowest E?
A: C40H52MnN8O4SbSi3

=====

Q: Which formula does entry 7 have?
A: C6H10N2